[1]
{"formula": "C24H30N3O2PSc", "method": "wB97M-V/def2-TZVPD", "s2": 0.77, "charge": 2, "multiplicity": 2, "total_energy_ha": -2348.8401, "largest_force_ev_per_a": 6.949, "lumo_energy_ev": [-6.38, -8.52], "symbols": ["C", "C", "N", "C", "C", "C", "C", "C", "P", "H", "H", "H", "C", "C", "H", "H", "H", "C", "C", "H", "H", "H", "H", "H", "H", "H", "H", "H", "H", "H", "H", "C", "O", "Sc", "O", "H", "H", "N", "C", "C", "C", "C", "C", "C", "N", "C", "C", "C", "C", "C", "C", "H", "H", "H", "H", "H", "H", "H", "H", "H", "H"], "coordinates": [[-1.89, 2.31, -1.97], [-1.29, 1.24, -2.83], [-0.82, 0.16, -2.20], [-0.92, -1.06, -2.83], [-0.68, -1.09, -4.21], [-0.95, 0.07, -4.89], [-1.36, 1.25, -4.24], [-1.48, -2.13, -1.99], [-1.03, -2.61, -0.24], [-1.64, 2.18, -4.74], [-0.52, -2.06, -4.70], [-0.90, 0.08, -5.97], [0.08, 2.94, -0.74], [-2.08, 3.13, 0.30], [-1.51, -3.07, -2.52], [-3.00, 2.24, -1.89], [-1.72, 3.30, -2.44], [0.36, -3.73, -0.06], [-2.50, -3.65, 0.07], [0.58, -3.84, 1.01], [0.06, -4.70, -0.48], [1.24, -3.31, -0.56], [-2.84, -3.50, 1.10], [-3.31, -3.42, -0.65], [-2.11, -4.67, -0.10], [-2.16, 4.17, -0.10], [-3.11, 2.70, 0.38], [-1.62, 3.17, 1.32], [-0.04, 3.88, -1.27], [0.46, 3.18, 0.26], [0.77, 2.30, -1.27], [-1.54, -1.17, 1.96], [-1.66, -1.68, 3.03], [-1.18, 0.18, 0.06], [-2.97, -0.55, -0.60], [-2.38, -1.56, -1.62], [-3.77, -0.40, -1.22], [-1.25, 2.31, -0.63], [1.89, 3.44, 3.64], [0.61, 2.93, 3.62], [0.24, 1.88, 2.78], [1.20, 1.38, 1.86], [2.53, 1.90, 1.88], [2.83, 2.94, 2.76], [0.84, 0.26, 1.05], [1.74, -0.82, 1.15], [2.64, -1.04, 0.09], [3.65, -1.98, 0.26], [3.80, -2.67, 1.47], [2.87, -2.48, 2.49], [1.85, -1.55, 2.34], [2.20, 4.21, 4.29], [-0.12, 3.32, 4.31], [-0.77, 1.43, 2.84], [3.22, 1.43, 1.16], [3.85, 3.27, 2.71], [2.53, -0.52, -0.86], [4.41, -2.16, -0.52], [4.61, -3.40, 1.62], [2.93, -3.01, 3.44], [1.11, -1.36, 3.10]]}

***

[2]
{"formula": "C24H30N4O5S", "method": "wB97M-V/def2-TZVPD", "de_lowest_kcal_mol": 15.6, "charge": 0, "total_energy_ha": -1926.0459, "smiles": "CCOC(=O)CN(C(=O)CNC(=O)c1cccs1)[C@H](C(=O)NC1CCCCC1)c1cccnc1", "largest_force_ev_per_a": 0.747, "lumo_energy_ev": 0.13, "symbols": ["C", "C", "O", "C", "O", "C", "N", "C", "O", "C", "N", "C", "O", "C", "C", "C", "C", "S", "C", "C", "O", "N", "C", "C", "C", "C", "C", "C", "C", "C", "C", "C", "N", "C", "H", "H", "H", "H", "H", "H", "H", "H", "H", "H", "H", "H", "H", "H", "H", "H", "H", "H", "H", "H", "H", "H", "H", "H", "H", "H", "H", "H", "H", "H"], "coordinates": [[1.35, 3.12, 3.45], [1.22, 3.67, 2.04], [1.68, 2.68, 1.10], [0.77, 1.97, 0.47], [-0.42, 2.15, 0.50], [1.42, 0.86, -0.36], [0.48, -0.22, -0.55], [-0.68, -0.09, -1.24], [-1.62, -0.85, -1.09], [-0.73, 0.96, -2.35], [-0.15, 0.42, -3.56], [1.12, 0.69, -3.94], [1.86, 1.44, -3.32], [1.57, 0.03, -5.18], [2.80, 0.18, -5.75], [2.96, -0.57, -6.93], [1.84, -1.29, -7.24], [0.58, -1.07, -6.10], [0.50, -1.26, 0.48], [-0.05, -0.62, 1.77], [0.67, -0.07, 2.59], [-1.38, -0.70, 1.85], [-2.16, -0.04, 2.87], [-2.96, 1.12, 2.28], [-4.06, 0.63, 1.35], [-4.99, -0.34, 2.07], [-4.20, -1.53, 2.61], [-3.10, -1.05, 3.55], [1.86, -1.89, 0.61], [2.71, -2.00, -0.48], [3.94, -2.63, -0.33], [4.26, -3.13, 0.92], [3.45, -3.05, 1.96], [2.29, -2.45, 1.82], [0.85, 2.15, 3.51], [0.89, 3.81, 4.16], [2.39, 2.97, 3.71], [0.18, 3.92, 1.80], [1.86, 4.54, 1.89], [1.75, 1.27, -1.33], [2.29, 0.49, 0.17], [-1.78, 1.19, -2.54], [-0.20, 1.88, -2.09], [-0.69, -0.27, -4.06], [3.55, 0.82, -5.33], [3.85, -0.58, -7.52], [1.68, -1.95, -8.07], [-0.20, -2.04, 0.15], [-1.89, -1.03, 1.04], [-1.44, 0.34, 3.61], [-3.40, 1.69, 3.10], [-2.28, 1.77, 1.73], [-3.63, 0.14, 0.47], [-4.64, 1.49, 0.99], [-5.48, 0.17, 2.90], [-5.77, -0.69, 1.39], [-3.76, -2.08, 1.78], [-4.86, -2.21, 3.15], [-3.55, -0.57, 4.42], [-2.51, -1.90, 3.91], [2.42, -1.60, -1.44], [4.62, -2.72, -1.16], [5.21, -3.63, 1.10], [1.67, -2.40, 2.70]]}

***

[3]
{"formula": "C24H30N6", "method": "wB97M-V/def2-TZVPD", "de_lowest_kcal_mol": 269.7, "charge": 0, "total_energy_ha": -1260.5807, "smiles": "c1cc[nH]c1.c1cc[nH]c1.c1cc[nH]c1.c1cc[nH]c1.c1cc[nH]c1.c1cc[nH]c1", "largest_force_ev_per_a": 12.805, "lumo_energy_ev": 0.64, "symbols": ["C", "C", "C", "N", "C", "H", "H", "H", "H", "H", "C", "C", "C", "N", "C", "H", "H", "H", "H", "H", "C", "C", "C", "N", "C", "H", "H", "H", "H", "H", "C", "C", "C", "N", "C", "H", "H", "H", "H", "H", "C", "C", "C", "N", "C", "H", "H", "H", "H", "H", "C", "C", "C", "N", "C", "H", "H", "H", "H", "H"], "coordinates": [[-3.78, -2.87, 0.08], [-4.01, -1.35, 0.09], [-2.60, -0.90, 0.57], [-1.86, -2.01, 0.95], [-2.59, -3.24, 0.77], [-4.66, -3.53, -0.28], [-4.84, -0.81, -0.05], [-2.14, -0.05, 0.85], [-1.13, -1.96, 1.41], [-2.31, -4.23, 0.90], [1.20, -2.92, 2.53], [0.36, -1.99, 3.48], [0.62, -0.53, 3.11], [1.29, -0.64, 1.90], [1.80, -1.92, 1.55], [1.18, -3.96, 2.47], [-0.27, -2.43, 4.05], [0.33, 0.38, 3.44], [1.50, 0.21, 1.34], [2.46, -2.16, 0.82], [-3.38, 1.66, 5.12], [-3.03, 2.44, 3.95], [-1.47, 2.43, 3.97], [-1.08, 1.91, 5.21], [-2.23, 1.34, 5.90], [-4.33, 1.32, 5.17], [-3.61, 2.81, 3.05], [-0.66, 2.83, 3.45], [-0.01, 1.90, 5.55], [-2.18, 0.78, 6.90], [0.25, -2.44, -3.75], [0.22, -1.82, -5.16], [-0.59, -0.66, -5.11], [-0.86, -0.40, -3.78], [-0.46, -1.49, -2.92], [0.89, -3.28, -3.48], [0.80, -2.24, -6.06], [-0.92, 0.15, -5.84], [-1.26, 0.48, -3.44], [-0.74, -1.44, -1.88], [1.15, 3.29, 0.60], [0.21, 2.05, 0.74], [0.76, 1.14, -0.40], [1.96, 1.66, -0.87], [2.20, 2.98, -0.41], [0.99, 4.13, 1.25], [-0.76, 1.77, 1.33], [0.35, 0.02, -0.81], [2.26, 1.03, -1.73], [3.17, 3.41, -0.78], [3.80, 2.04, -3.80], [4.40, 0.93, -3.01], [3.34, -0.19, -3.09], [2.21, 0.27, -3.75], [2.40, 1.56, -4.18], [4.22, 3.08, -4.08], [5.38, 1.01, -2.52], [3.35, -1.26, -2.76], [1.34, -0.21, -4.04], [1.37, 1.93, -4.53]]}

***

[4]
{"formula": "C24H30O5", "method": "wB97M-V/def2-TZVPD", "charge": 0, "total_energy_ha": -1308.7472, "smiles": "COc1ccc(C(C2C(=O)CC(C)(C)CC2=O)C2C(=O)CC(C)(C)CC2=O)cc1", "largest_force_ev_per_a": 0.880, "lumo_energy_ev": 0.61, "symbols": ["C", "O", "C", "C", "C", "C", "C", "C", "C", "O", "C", "C", "C", "C", "C", "C", "O", "C", "C", "O", "C", "C", "C", "C", "C", "C", "O", "C", "C", "H", "H", "H", "H", "H", "H", "H", "H", "H", "H", "H", "H", "H", "H", "H", "H", "H", "H", "H", "H", "H", "H", "H", "H", "H", "H", "H", "H", "H", "H"], "coordinates": [[6.36, 1.32, -0.50], [5.36, 1.60, 0.45], [4.10, 1.16, 0.20], [3.15, 1.46, 1.18], [1.84, 1.06, 1.03], [1.43, 0.36, -0.10], [0.01, -0.11, -0.25], [-0.23, -1.26, 0.78], [0.78, -2.36, 0.56], [1.76, -2.46, 1.26], [0.46, -3.30, -0.56], [-0.92, -3.94, -0.34], [-1.24, -4.88, -1.51], [-0.93, -4.72, 0.97], [-1.97, -2.82, -0.29], [-1.67, -1.74, 0.71], [-2.52, -1.24, 1.41], [-1.02, 0.99, -0.03], [-0.68, 2.33, -0.67], [0.31, 2.53, -1.32], [-1.74, 3.40, -0.48], [-3.03, 3.00, 0.25], [-4.13, 3.98, -0.16], [-2.86, 3.13, 1.77], [-3.47, 1.58, -0.15], [-2.37, 0.70, -0.66], [-2.52, -0.12, -1.53], [2.38, 0.06, -1.07], [3.70, 0.46, -0.93], [7.28, 1.76, -0.10], [6.14, 1.78, -1.47], [6.50, 0.24, -0.64], [3.47, 2.00, 2.06], [1.13, 1.30, 1.81], [-0.13, -0.50, -1.27], [-0.06, -0.83, 1.77], [1.23, -4.07, -0.61], [0.46, -2.75, -1.50], [-1.23, -4.34, -2.45], [-2.23, -5.32, -1.38], [-0.51, -5.68, -1.56], [-1.90, -5.20, 1.12], [-0.73, -4.07, 1.81], [-0.17, -5.50, 0.95], [-2.96, -3.23, -0.06], [-2.04, -2.33, -1.26], [-1.18, 1.16, 1.04], [-1.27, 4.25, 0.02], [-1.98, 3.74, -1.49], [-3.85, 5.00, 0.10], [-5.06, 3.74, 0.35], [-4.31, 3.94, -1.23], [-2.07, 2.48, 2.16], [-2.60, 4.15, 2.04], [-3.78, 2.87, 2.28], [-3.90, 1.06, 0.71], [-4.25, 1.61, -0.92], [2.09, -0.47, -1.96], [4.40, 0.21, -1.71]]}

***

[5]
{"formula": "C24H31AsCoF3N3O2", "method": "wB97M-V/def2-TZVPD", "de_lowest_kcal_mol": 0.0, "charge": 3, "total_energy_ha": -5165.0641, "largest_force_ev_per_a": 0.300, "lumo_energy_ev": [-11.24, -11.26], "symbols": ["Co", "O", "C", "C", "C", "C", "N", "C", "C", "C", "C", "C", "C", "O", "C", "C", "N", "H", "H", "H", "H", "H", "H", "H", "H", "H", "H", "H", "H", "C", "C", "As", "C", "C", "C", "C", "H", "H", "H", "H", "H", "H", "H", "H", "H", "H", "H", "H", "H", "H", "H", "F", "C", "F", "F", "C", "C", "C", "N", "C", "C", "H", "H", "H", "H"], "coordinates": [[-0.49, 0.60, 1.40], [0.77, 3.32, 7.38], [0.76, 1.93, 7.29], [0.50, 1.56, 5.86], [0.48, 0.22, 5.44], [0.23, -0.08, 4.12], [0.00, 0.89, 3.21], [0.00, 2.18, 3.60], [0.25, 2.55, 4.90], [-0.34, 3.09, 2.50], [-0.46, 4.46, 2.62], [-0.84, 5.22, 1.51], [-0.99, 6.70, 1.63], [-0.33, 7.10, 2.81], [-1.08, 4.55, 0.31], [-0.95, 3.18, 0.25], [-0.57, 2.46, 1.32], [0.89, 3.60, 8.29], [-0.02, 1.47, 7.90], [1.71, 1.48, 7.59], [0.66, -0.58, 6.14], [0.22, -1.10, 3.78], [0.24, 3.58, 5.21], [-0.27, 4.96, 3.56], [-2.07, 6.92, 1.67], [-0.59, 7.19, 0.73], [-0.45, 8.05, 2.95], [-1.38, 5.09, -0.58], [-1.16, 2.65, -0.66], [1.56, -2.43, 1.50], [1.89, -1.51, 0.33], [1.68, 0.39, 0.67], [1.99, 1.33, -1.00], [3.47, 1.63, -1.25], [2.94, 1.00, 2.02], [4.31, 0.34, 1.85], [1.86, -3.45, 1.24], [0.49, -2.47, 1.70], [2.10, -2.16, 2.41], [1.29, -1.72, -0.55], [2.94, -1.60, 0.03], [1.41, 2.25, -0.97], [1.59, 0.68, -1.78], [3.90, 2.27, -0.48], [3.56, 2.15, -2.20], [4.06, 0.72, -1.33], [2.51, 0.76, 2.99], [2.99, 2.08, 1.92], [4.27, -0.74, 2.03], [4.99, 0.76, 2.59], [4.75, 0.51, 0.87], [-5.09, -2.70, -2.17], [-4.26, -1.88, -2.82], [-4.97, -0.92, -3.41], [-3.60, -2.57, -3.74], [-3.26, -1.25, -1.85], [-2.31, -0.37, -2.35], [-1.41, 0.20, -1.48], [-1.43, -0.05, -0.16], [-2.36, -0.91, 0.31], [-3.29, -1.53, -0.50], [-2.27, -0.14, -3.41], [-0.65, 0.88, -1.84], [-2.36, -1.10, 1.39], [-4.02, -2.21, -0.08]]}

***

[6]
{"formula": "C24H31AsN5OPtS", "method": "wB97M-V/def2-TZVPD", "charge": 3, "total_energy_ha": -4034.3498, "largest_force_ev_per_a": 2.419, "lumo_energy_ev": [-12.92, -12.92], "symbols": ["Pt", "N", "C", "C", "C", "C", "C", "C", "C", "C", "C", "C", "C", "C", "N", "C", "C", "C", "C", "N", "H", "H", "H", "H", "H", "H", "H", "H", "H", "H", "C", "C", "N", "C", "S", "N", "C", "C", "H", "H", "H", "H", "H", "H", "H", "H", "H", "H", "H", "H", "C", "As", "C", "C", "O", "H", "H", "H", "H", "H", "H", "H", "H", "H"], "coordinates": [[0.23, 0.07, -0.22], [-8.43, 5.71, -1.11], [-7.47, 5.09, -1.03], [-6.27, 4.32, -0.91], [-6.01, 3.62, 0.26], [-4.84, 2.88, 0.37], [-3.95, 2.82, -0.70], [-4.23, 3.51, -1.88], [-5.38, 4.27, -1.98], [-2.70, 2.04, -0.58], [-2.49, 0.96, -1.44], [-3.37, 0.48, -2.48], [-2.75, -0.55, -3.11], [-1.49, -0.72, -2.45], [-1.33, 0.18, -1.47], [-1.78, 2.41, 0.41], [-1.83, 3.56, 1.28], [-0.73, 3.53, 2.07], [0.01, 2.37, 1.68], [-0.60, 1.72, 0.70], [-6.72, 3.66, 1.07], [-4.64, 2.33, 1.27], [-3.53, 3.47, -2.71], [-5.60, 4.83, -2.88], [-4.34, 0.89, -2.69], [-3.10, -1.13, -3.93], [-0.73, -1.45, -2.66], [-2.62, 4.29, 1.28], [-0.44, 4.23, 2.83], [0.94, 2.02, 2.09], [2.36, -4.68, -1.86], [2.03, -4.69, -0.38], [0.94, -3.74, -0.11], [0.68, -3.03, 0.97], [-0.61, -1.80, 0.86], [1.21, -3.20, 2.15], [2.03, -4.30, 2.69], [3.44, -3.85, 3.00], [3.14, -5.40, -2.07], [2.71, -3.70, -2.18], [1.49, -4.96, -2.45], [2.90, -4.38, 0.22], [1.73, -5.69, -0.06], [0.28, -3.62, -0.87], [0.96, -2.49, 2.83], [2.01, -5.13, 1.99], [1.52, -4.63, 3.60], [4.00, -3.60, 2.09], [3.98, -4.64, 3.52], [3.44, -2.98, 3.66], [3.33, 2.12, -0.77], [3.58, 0.49, 0.20], [4.51, -0.79, -0.88], [4.51, 0.79, 1.84], [2.05, -0.20, 0.60], [4.29, 2.46, -1.16], [2.92, 2.87, -0.10], [2.65, 1.94, -1.61], [5.52, -0.44, -1.07], [3.98, -0.92, -1.82], [4.55, -1.74, -0.33], [5.58, 0.87, 1.63], [4.32, -0.06, 2.50], [4.16, 1.71, 2.30]]}